Entry from the Open Molecules 2025 dataset: 16 unconnected molecules or ions with the total composition C60H160B6F24N10O20 (ωB97M-V/def2-TZVPD).

Last column: Mulliken charge in e.
Geometry (Å):
1 C 5.424 17.003 2.692  -0.805
2 O 4.322 16.324 2.027  -0.308
3 C 3.169 16.422 2.854  -0.515
4 C 2.021 15.528 2.326  -0.859
5 N 2.302 14.017 2.203  -0.135
6 H 3.172 13.919 1.699  0.439
7 H 2.513 13.757 3.156  0.383
8 C 1.238 12.921 1.838  -0.766
9 C 1.168 12.785 0.388  -0.404
10 O 2.417 12.496 -0.219  -0.366
11 C 2.869 11.199 -0.008  -0.763
12 H 5.758 16.538 3.620  0.343
13 H 5.303 18.058 2.939  0.328
14 H 6.295 16.939 2.039  0.282
15 H 2.772 17.423 3.021  0.435
16 H 3.372 16.200 3.901  0.387
17 H 1.832 15.849 1.301  0.382
18 H 1.036 15.639 2.777  0.495
19 H 0.248 13.170 2.219  0.354
20 H 1.443 11.997 2.379  0.421
21 H 0.751 13.683 -0.068  0.363
22 H 0.450 11.975 0.260  0.384
23 H 2.945 10.900 1.038  0.297
24 H 3.862 11.111 -0.448  0.283
25 H 2.385 10.394 -0.561  0.344
26 C -8.020 -0.141 -11.820  -0.832
27 O -7.804 0.995 -10.893  -0.380
28 C -6.688 0.769 -10.083  -0.290
29 C -6.576 1.957 -9.134  -0.845
30 N -7.961 2.315 -8.538  -0.183
31 H -8.058 3.303 -8.354  0.417
32 H -8.553 2.098 -9.327  0.437
33 C -8.305 1.566 -7.204  -0.691
34 C -9.711 2.138 -6.750  -0.614
35 O -10.655 1.931 -7.756  -0.337
36 C -11.902 2.753 -7.575  -0.717
37 H -7.278 -0.397 -12.577  0.329
38 H -8.836 0.147 -12.483  0.296
39 H -8.384 -1.058 -11.356  0.333
40 H -5.778 0.549 -10.641  0.446
41 H -6.946 -0.080 -9.450  0.287
42 H -6.321 2.816 -9.756  0.372
43 H -5.750 1.855 -8.431  0.401
44 H -7.608 1.944 -6.455  0.387
45 H -8.051 0.518 -7.359  0.431
46 H -9.623 3.189 -6.477  0.451
47 H -10.054 1.615 -5.857  0.422
48 H -11.882 3.739 -8.039  0.293
49 H -12.141 2.746 -6.511  0.340
50 H -12.618 2.119 -8.097  0.247
51 C 4.985 -8.759 5.268  -0.816
52 O 5.982 -9.807 5.375  -0.289
53 C 6.969 -9.608 6.414  -0.523
54 C 7.394 -10.950 6.924  -0.542
55 N 6.238 -11.975 6.797  -0.213
56 H 6.187 -12.670 7.529  0.426
57 H 5.382 -11.473 6.987  0.358
58 C 6.011 -12.750 5.457  -0.684
59 C 5.134 -13.956 5.555  -0.505
60 O 5.756 -14.970 6.352  -0.323
61 C 4.893 -16.066 6.497  -0.802
62 H 4.375 -8.875 6.164  0.337
63 H 4.314 -8.688 4.412  0.288
64 H 5.438 -7.777 5.403  0.322
65 H 6.631 -8.999 7.251  0.437
66 H 7.856 -9.096 6.040  0.355
67 H 7.778 -10.916 7.944  0.406
68 H 8.180 -11.421 6.335  0.288
69 H 7.016 -12.920 5.070  0.374
70 H 5.648 -12.103 4.658  0.368
71 H 5.008 -14.132 4.487  0.415
72 H 4.119 -13.737 5.887  0.366
73 H 4.657 -16.498 5.524  0.337
74 H 3.911 -15.890 6.936  0.326
75 H 5.251 -16.805 7.213  0.295
76 C -9.604 -4.394 3.668  -0.802
77 O -10.174 -3.272 2.900  -0.268
78 C -11.609 -3.472 2.762  -0.597
79 C -12.243 -2.544 1.744  -0.764
80 N -11.601 -2.570 0.335  -0.197
81 H -12.248 -2.002 -0.193  0.376
82 H -10.744 -2.052 0.200  0.465
83 C -11.529 -3.995 -0.369  -0.546
84 C -10.564 -3.863 -1.578  -0.509
85 O -9.488 -2.934 -1.252  -0.355
86 C -8.309 -3.506 -0.668  -0.712
87 H -10.216 -4.755 4.494  0.343
88 H -8.676 -4.135 4.177  0.267
89 H -9.501 -5.243 2.992  0.317
90 H -12.098 -3.316 3.724  0.463
91 H -11.791 -4.526 2.555  0.449
92 H -11.917 -1.544 2.029  0.417
93 H -13.321 -2.598 1.597  0.371
94 H -12.525 -4.381 -0.585  0.440
95 H -11.113 -4.708 0.342  0.250
96 H -11.173 -3.334 -2.311  0.325
97 H -10.275 -4.812 -2.029  0.382
98 H -8.462 -4.191 0.166  0.266
99 H -7.756 -2.670 -0.238  0.279
100 H -7.597 -3.791 -1.442  0.340
101 C -6.064 -10.503 9.330  -0.654
102 O -5.612 -9.538 8.338  -0.400
103 C -4.257 -9.042 8.683  -0.462
104 C -3.203 -10.183 8.754  -0.818
105 N -3.239 -10.958 7.437  -0.102
106 H -3.269 -11.962 7.544  0.398
107 H -4.181 -10.790 7.113  0.430
108 C -2.097 -10.688 6.420  -0.711
109 C -2.162 -9.189 6.076  -0.542
110 O -3.395 -8.686 5.522  -0.327
111 C -3.762 -9.309 4.236  -0.733
112 H -7.145 -10.630 9.273  0.274
113 H -5.835 -10.027 10.283  0.340
114 H -5.577 -11.477 9.286  0.246
115 H -4.242 -8.672 9.708  0.415
116 H -3.909 -8.315 7.949  0.375
117 H -3.362 -10.898 9.561  0.444
118 H -2.233 -9.762 9.017  0.368
119 H -2.526 -11.127 5.519  0.391
120 H -1.177 -11.178 6.740  0.370
121 H -1.453 -9.126 5.250  0.463
122 H -1.827 -8.565 6.905  0.314
123 H -3.975 -10.374 4.327  0.340
124 H -3.034 -9.001 3.486  0.327
125 H -4.707 -8.833 3.975  0.254
126 C 0.289 -2.541 9.314  -0.744
127 O 0.019 -2.141 10.625  -0.340
128 C -0.790 -2.923 11.409  -0.685
129 C -0.684 -2.599 12.864  -0.512
130 N 0.676 -3.083 13.422  -0.213
131 H 0.898 -4.000 13.060  0.376
132 H 1.434 -2.484 13.128  0.398
133 C 0.670 -2.968 14.956  -0.662
134 C -0.092 -4.181 15.620  -0.562
135 O -0.260 -5.300 14.732  -0.358
136 C -1.125 -6.321 15.350  -0.783
137 H 1.067 -3.298 9.216  0.294
138 H 0.614 -1.712 8.685  0.260
139 H -0.593 -3.034 8.904  0.331
140 H -0.631 -3.984 11.215  0.426
141 H -1.806 -2.731 11.063  0.423
142 H -1.488 -3.108 13.395  0.354
143 H -0.696 -1.517 13.002  0.409
144 H 0.262 -2.007 15.268  0.321
145 H 1.729 -3.008 15.208  0.383
146 H -1.038 -3.838 16.039  0.421
147 H 0.291 -4.522 16.581  0.528
148 H -1.265 -6.850 14.408  0.251
149 H -2.091 -5.858 15.552  0.377
150 H -0.590 -6.970 16.043  0.304
151 C 9.324 3.537 -7.359  -0.738
152 O 9.600 2.107 -7.118  -0.308
153 C 10.108 1.321 -8.132  -0.456
154 C 10.328 -0.057 -7.451  -0.702
155 N 11.367 0.066 -6.249  -0.230
156 H 11.980 0.853 -6.405  0.363
157 H 10.739 0.433 -5.548  0.460
158 C 12.112 -1.133 -5.712  -0.658
159 C 13.214 -0.652 -4.711  -0.587
160 O 12.572 0.085 -3.660  -0.310
161 C 13.439 0.809 -2.713  -0.767
162 H 10.300 4.016 -7.441  0.320
163 H 8.870 3.757 -6.393  0.235
164 H 8.638 3.806 -8.162  0.299
165 H 11.034 1.727 -8.539  0.332
166 H 9.274 1.354 -8.834  0.431
167 H 10.655 -0.721 -8.252  0.369
168 H 9.471 -0.568 -7.012  0.417
169 H 12.312 -1.843 -6.514  0.389
170 H 11.301 -1.560 -5.122  0.385
171 H 14.015 -0.030 -5.110  0.397
172 H 13.739 -1.513 -4.295  0.441
173 H 14.009 1.533 -3.295  0.330
174 H 14.264 0.222 -2.309  0.320
175 H 12.902 1.385 -1.959  0.268
176 C 2.426 5.249 9.951  -0.851
177 O 2.395 5.257 8.549  -0.304
178 C 2.717 3.974 7.970  -0.769
179 C 4.110 3.879 7.253  -0.405
180 N 4.234 5.019 6.218  -0.233
181 H 3.389 5.158 5.682  0.415
182 H 4.301 5.903 6.702  0.354
183 C 5.497 5.040 5.298  -0.589
184 C 5.560 3.997 4.219  -0.524
185 O 5.161 2.702 4.754  -0.258
186 C 5.356 1.618 3.895  -0.836
187 H 2.215 6.253 10.320  0.278
188 H 3.319 5.049 10.543  0.345
189 H 1.618 4.645 10.364  0.354
190 H 2.088 3.796 7.099  0.474
191 H 2.621 3.246 8.776  0.427
192 H 3.867 2.956 6.728  0.268
193 H 4.977 3.906 7.912  0.423
194 H 6.285 4.890 6.036  0.337
195 H 5.505 6.000 4.782  0.361
196 H 6.532 3.958 3.726  0.420
197 H 4.881 4.269 3.411  0.387
198 H 4.904 0.741 4.358  0.246
199 H 6.415 1.420 3.727  0.293
200 H 4.707 1.786 3.036  0.385
201 C 2.068 1.202 -3.615  -0.768
202 O 1.351 1.980 -2.648  -0.391
203 C 0.169 2.698 -3.175  -0.462
204 C -0.744 3.009 -1.981  -0.747
205 N -0.645 1.987 -0.859  -0.091
206 H 0.327 1.713 -0.884  0.421
207 H -0.771 2.454 0.027  0.439
208 C -1.377 0.651 -0.971  -0.904
209 C -1.121 -0.320 0.249  -0.620
210 O 0.219 -0.612 0.516  -0.361
211 C 0.709 -1.548 -0.429  -0.548
212 H 1.520 0.317 -3.939  0.331
213 H 2.993 0.852 -3.156  0.245
214 H 2.221 1.888 -4.448  0.339
215 H -0.465 2.025 -3.751  0.369
216 H 0.382 3.613 -3.727  0.457
217 H -1.765 2.910 -2.351  0.335
218 H -0.670 4.031 -1.610  0.435
219 H -1.262 0.199 -1.955  0.463
220 H -2.422 0.952 -0.890  0.492
221 H -1.617 -1.287 0.164  0.420
222 H -1.581 0.312 1.009  0.405
223 H -0.022 -2.348 -0.541  0.364
224 H 1.591 -1.798 0.161  0.179
225 H 0.909 -1.063 -1.385  0.196
226 C -2.101 3.113 -17.562  -0.732
227 O -0.806 3.285 -16.934  -0.363
228 C -0.314 4.606 -16.990  -0.428
229 C 1.104 4.744 -16.507  -0.789
230 N 1.252 3.980 -15.154  -0.185
231 H 1.024 3.023 -15.385  0.419
232 H 2.186 3.936 -14.771  0.378
233 C 0.347 4.407 -14.034  -0.499
234 C 0.777 3.647 -12.759  -0.801
235 O 0.808 2.253 -13.114  -0.309
236 C 1.671 1.422 -12.398  -0.744
237 H -1.885 2.889 -18.607  0.292
238 H -2.728 3.969 -17.315  0.332
239 H -2.411 2.148 -17.161  0.259
240 H -1.021 5.277 -16.501  0.427
241 H -0.264 4.896 -18.039  0.462
242 H 1.553 5.738 -16.505  0.377
243 H 1.719 4.138 -17.171  0.376
244 H -0.682 4.089 -14.202  0.265
245 H 0.520 5.480 -13.955  0.455
246 H 0.147 3.832 -11.889  0.494
247 H 1.634 4.188 -12.358  0.434
248 H 2.692 1.789 -12.506  0.333
249 H 1.663 0.433 -12.857  0.238
250 H 1.359 1.396 -11.354  0.308
251 B -7.883 2.551 1.273  0.622
252 F -7.059 2.848 0.176  -0.402
253 F -7.381 1.570 2.077  -0.392
254 F -7.923 3.700 2.065  -0.405
255 F -9.231 2.406 0.891  -0.424
256 B -0.680 6.047 3.323  0.618
257 F -1.329 6.837 2.441  -0.355
258 F -0.553 6.896 4.452  -0.436
259 F -1.373 4.851 3.618  -0.413
260 F 0.591 5.749 2.857  -0.408
261 B 3.532 9.819 -9.567  0.630
262 F 4.731 10.395 -9.123  -0.405
263 F 2.516 10.756 -9.545  -0.381
264 F 3.681 9.328 -10.887  -0.425
265 F 3.194 8.815 -8.639  -0.419
266 B -2.659 -2.244 -6.219  0.603
267 F -2.040 -3.003 -5.300  -0.389
268 F -1.841 -1.515 -7.041  -0.395
269 F -3.407 -3.101 -7.044  -0.439
270 F -3.506 -1.439 -5.577  -0.381
271 B -5.690 7.399 -6.352  0.591
272 F -5.313 8.698 -6.377  -0.367
273 F -4.736 6.610 -7.120  -0.458
274 F -5.844 6.909 -5.136  -0.335
275 F -6.938 7.349 -6.987  -0.430
276 B 6.300 -3.314 -3.323  0.616
277 F 7.178 -4.130 -3.968  -0.409
278 F 5.219 -3.347 -4.175  -0.397
279 F 5.984 -3.902 -2.154  -0.382
280 F 6.873 -2.046 -3.180  -0.429

The total charge is +4. Its relative energy (zero: lowest compared OMol25 entry of this formula, charge and spin) is 388.8 kcal/mol. For the HOMO energy, the calculation gives -11.32 eV. Its max |F| is 3.7 eV Å⁻¹. As for the LUMO energy: -6.695 eV. The HOMO-LUMO gap is 4.621 eV.